DFT (ωB97M-V/def2-TZVPD) results for a molecular structure, C32H31AuN7Se2.

Cartesian coordinates (Å):
Au  -0.931  -0.497  0.184
C  -2.296  2.962  -1.883
C  -2.085  4.032  -1.015
C  -1.618  3.770  0.248
C  -1.338  2.458  0.657
N  -1.420  1.452  -0.247
C  -1.954  1.706  -1.463
N  -1.049  2.313  1.987
C  -1.155  1.201  2.616
N  -1.425  -0.058  2.115
C  -1.263  -0.983  3.122
N  -1.224  -2.258  3.038
C  -1.228  -2.994  1.882
C  -1.484  -4.361  2.081
C  -1.446  -5.251  1.042
C  -1.126  -4.771  -0.226
C  -0.892  -3.433  -0.381
N  -0.945  -2.536  0.634
C  -1.075  -0.257  4.390
C  -0.945  -0.709  5.688
C  -0.723  0.250  6.669
C  -0.631  1.605  6.350
C  -0.760  2.049  5.039
C  -0.984  1.087  4.075
H  -2.703  3.092  -2.875
H  -2.311  5.046  -1.317
H  -1.487  4.544  0.989
H  -2.096  0.857  -2.108
H  -1.697  -4.664  3.095
H  -1.648  -6.300  1.208
H  -1.059  -5.421  -1.086
H  -0.638  -3.026  -1.345
H  -1.009  -1.763  5.922
H  -0.617  -0.057  7.701
H  -0.456  2.322  7.141
H  -0.685  3.095  4.778
C  -2.402  1.514  -6.968
C  -1.757  0.960  -5.728
C  -0.659  1.581  -5.150
C  -0.044  1.080  -4.007
C  1.113  1.838  -3.415
C  -0.546  -0.103  -3.444
Se  0.345  -0.821  -1.915
C  -1.650  -0.756  -4.013
C  -2.216  -2.014  -3.419
C  -2.242  -0.205  -5.141
H  -2.015  2.502  -7.209
H  -3.483  1.585  -6.851
H  -2.210  0.861  -7.821
H  -0.271  2.490  -5.596
H  1.270  2.767  -3.960
H  2.037  1.260  -3.454
H  0.932  2.075  -2.364
H  -2.534  -1.862  -2.384
H  -1.470  -2.811  -3.415
H  -3.076  -2.356  -3.992
H  -3.101  -0.701  -5.579
C  4.183  -0.239  4.168
N  4.547  -0.225  2.762
C  5.832  -0.225  2.256
C  5.727  -0.205  0.913
N  4.379  -0.189  0.611
C  3.805  -0.189  -0.720
C  3.654  -0.204  1.748
Se  1.820  -0.180  1.943
H  5.096  -0.233  4.757
H  3.601  -1.131  4.390
H  3.581  0.637  4.402
H  6.696  -0.239  2.895
H  6.483  -0.199  0.149
H  4.607  -0.051  -1.441
H  3.077  0.616  -0.808
H  3.298  -1.133  -0.908

Atoms 1-3, force components in eV/Å:
-0.1 0.1 -0.1
0.0 0.0 0.0
0.0 0.0 0.0

Largest force on an atom, eV/A: 0.17
Charge: +1
ΔE to the lowest compared entry with this formula, charge and spin, kcal per mole: 0.0
Frontier orbital gap, Ha: 0.2160
E_LUMO, eV: -3.881

Now the Mulliken charges, all in e: 1.08, -0.67, -0.56, -0.35, 0.36, -0.03, -0.62, -0.45, -0.45, -0.47, -0.07, -0.47, 0.49, -0.49, -0.47, -1.01, 0.11, -0.03, 0.39, -0.29, -0.62, -0.68, -0.24, 0.58, 0.56, 0.43, 0.52, 0.69, 0.50, 0.42, 0.47, 0.25, 0.55, 0.43, 0.43, 0.55, -1.62, 0.60, -1.08, 1.23, -1.59, -0.11, 0.02, 1.37, -1.38, -1.16, 0.36, 0.37, 0.36, 0.32, 0.40, 0.32, 0.28, 0.18, 0.29, 0.45, 0.41, -0.84, 0.13, -0.43, -0.35, 0.19, -0.85, -0.20, -0.26, 0.29, 0.32, 0.33, 0.43, 0.43, 0.24, 0.34, 0.29